Computed, not measured: a molecular structure, C22H31F3HgN8O2SSe, with the ωB97M-V functional and the def2-TZVPD basis.

Cartesian coordinates (Å):
Hg 0.0483 0.5868 0.3281
C 4.3922 -0.5371 1.1054
C 2.9392 -0.3965 0.7367
N 2.3647 0.7396 0.5840
C 2.9939 1.9970 0.9149
C 1.9385 3.1226 0.9212
N 0.7098 2.6608 1.5567
C -0.3610 3.6405 1.6458
C -1.6575 2.9562 2.1097
N -2.0990 1.9749 1.1225
C -2.9953 0.9185 1.5812
C -3.1086 -0.1770 0.5020
N -1.8253 -0.8053 0.3013
C -1.5326 -2.0341 0.6624
C -2.5580 -3.0522 1.0965
C -0.1366 -2.4177 0.7036
C 0.3183 -3.6787 1.1089
C 1.6672 -3.9010 1.2840
C 2.5776 -2.8478 1.0883
C 2.0941 -1.6150 0.7012
N 0.7839 -1.4386 0.4380
H 4.9426 0.3801 0.9102
H 4.8563 -1.3412 0.5374
H 4.4802 -0.7644 2.1700
H 3.7860 2.2450 0.1994
H 3.4450 1.9325 1.9125
H 1.7010 3.4155 -0.1061
H 2.3716 3.9940 1.4342
H 0.9158 2.3023 2.4954
H -0.5154 4.0735 0.6521
H -0.1154 4.4642 2.3324
H -2.4212 3.7217 2.3085
H -1.4567 2.4275 3.0434
H -2.5355 2.4608 0.3454
H -3.9988 1.2990 1.8306
H -2.5533 0.4686 2.4704
H -3.4050 0.3069 -0.4386
H -3.9091 -0.8628 0.7960
H -3.5637 -2.7824 0.7843
H -2.5520 -3.1495 2.1856
H -2.3265 -4.0245 0.6637
H -0.3747 -4.4807 1.3220
H 2.0210 -4.8704 1.6108
H 3.6320 -3.0011 1.2653
Se -0.7030 2.1554 -1.7113
C 0.4012 2.2219 -3.1372
N 1.0529 2.3040 -4.0918
F -0.0516 0.0896 6.4302
C -0.5828 -0.3138 5.2623
F -1.9111 -0.0308 5.3275
F -0.4845 -1.6577 5.2328
C 0.0652 0.3778 3.9963
O 0.7879 1.3537 4.2428
O -0.2972 -0.1451 2.9315
S 1.6970 -1.2862 -2.7813
C 0.5204 -1.1077 -3.9506
N 0.8178 -1.2843 -5.2624
C -0.0964 -0.9669 -6.3477
C -1.1105 0.0566 -5.8632
C -1.7760 -0.4870 -4.6082
N -0.7655 -0.8770 -3.6382
H 1.8030 -1.3380 -5.4471
H -0.6144 -1.8763 -6.6797
H 0.4703 -0.5810 -7.1956
H -1.8561 0.2589 -6.6333
H -0.5873 0.9786 -5.6111
H -2.4013 -1.3536 -4.8580
H -2.4140 0.2764 -4.1605
H -0.9415 -0.6779 -2.6633

Force components x, y, z for each atom (eV/Å):
Hg -0.678 1.094 -0.300
C -0.036 0.029 -0.011
C 0.018 0.881 0.001
N 0.837 -0.871 0.261
C -0.160 0.158 -0.008
C -0.006 -0.163 -0.081
N 0.297 0.155 0.320
C -0.182 -0.126 -0.076
C 0.233 -0.083 -0.093
N -0.258 0.173 0.050
C 0.032 -0.099 -0.080
C 0.208 0.117 0.085
N -0.248 -0.283 0.103
C 0.301 -0.096 -0.104
C 0.117 0.060 0.007
C -0.547 0.465 -0.179
C 0.564 -0.340 0.168
C -0.569 -0.210 -0.089
C 0.329 0.508 -0.141
C -0.629 -0.696 -0.038
N 0.734 -0.744 0.442
H -0.033 0.008 -0.039
H 0.006 -0.040 0.032
H 0.029 -0.047 -0.011
H -0.029 0.056 0.031
H -0.002 -0.013 -0.029
H -0.024 -0.022 0.016
H -0.009 0.010 -0.059
H -0.102 -0.128 0.007
H 0.023 -0.013 0.007
H -0.029 -0.033 0.013
H 0.029 -0.021 0.051
H -0.020 0.015 0.025
H 0.084 -0.025 -0.071
H 0.016 -0.038 0.000
H -0.027 0.033 0.060
H -0.083 -0.053 0.003
H -0.005 0.008 -0.016
H 0.004 -0.006 -0.032
H -0.045 -0.045 0.005
H -0.060 -0.044 0.040
H -0.050 0.041 -0.010
H -0.009 -0.006 -0.019
H 0.002 0.011 0.059
Se -0.628 0.333 0.079
C 0.428 0.016 -0.630
N -0.024 -0.019 0.036
F -0.037 -0.050 -0.067
C 0.102 0.090 -0.095
F 0.078 0.024 -0.043
F 0.032 0.083 -0.025
C -0.264 -0.307 0.394
O 0.075 0.109 -0.184
O 0.059 0.151 0.174
S 0.228 -0.034 0.090
C 0.083 -0.384 -0.006
N -0.113 0.221 -0.127
C -0.150 -0.030 0.034
C 0.055 -0.102 0.100
C -0.064 -0.021 -0.106
N -0.100 0.197 -0.063
H 0.039 -0.004 0.050
H 0.014 0.036 -0.036
H 0.066 -0.008 0.052
H -0.003 -0.015 0.006
H -0.002 0.090 -0.035
H -0.036 0.060 -0.014
H 0.043 -0.035 0.085
H 0.099 0.028 0.031

Output
spin multiplicity: 2
⟨S²⟩: 0.77
energy: -4698.21637 a.u.
HOMO-LUMO gap (alpha / beta): 5.0 / 7.6 eV
ΔE to the lowest compared entry with this formula, charge and spin: 0.0000 eV
charge: -1

Just the Mulliken charges please, in e? Sure, here they are: number 1, Hg, carries 1.925; number 2, C, carries -2.107; number 3, C, carries 0.804; number 4, N, carries 0.253; number 5, C, carries -1.063; number 6, C, carries -1.042; number 7, N, carries 0.355; number 8, C, carries -1.016; number 9, C, carries -0.788; number 10, N, carries 0.054; number 11, C, carries -0.473; number 12, C, carries -1.087; number 13, N, carries 0.100; number 14, C, carries 0.599; number 15, C, carries -2.229; number 16, C, carries 0.716; number 17, C, carries -0.781; number 18, C, carries -1.101; number 19, C, carries -0.735; number 20, C, carries 0.116; number 21, N, carries 0.153; number 22, H, carries 0.488; number 23, H, carries 0.498; number 24, H, carries 0.328; number 25, H, carries 0.434; number 26, H, carries 0.516; number 27, H, carries 0.440; number 28, H, carries 0.330; number 29, H, carries 0.020; number 30, H, carries 0.436; number 31, H, carries 0.435; number 32, H, carries 0.400; number 33, H, carries 0.193; number 34, H, carries 0.276; number 35, H, carries 0.511; number 36, H, carries -0.084; number 37, H, carries 0.264; number 38, H, carries 0.389; number 39, H, carries 0.529; number 40, H, carries 0.265; number 41, H, carries 0.461; number 42, H, carries 0.336; number 43, H, carries 0.370; number 44, H, carries 0.404; number 45, Se, carries -0.309; number 46, C, carries 0.316; number 47, N, carries -0.737; number 48, F, carries -0.287; number 49, C, carries 0.739; number 50, F, carries -0.289; number 51, F, carries -0.279; number 52, C, carries 0.132; number 53, O, carries -0.813; number 54, O, carries -0.349; number 55, S, carries -0.456; number 56, C, carries 0.326; number 57, N, carries -0.171; number 58, C, carries -0.704; number 59, C, carries -0.537; number 60, C, carries -0.597; number 61, N, carries 0.144; number 62, H, carries 0.240; number 63, H, carries 0.264; number 64, H, carries 0.379; number 65, H, carries 0.375; number 66, H, carries 0.242; number 67, H, carries 0.360; number 68, H, carries 0.289; number 69, H, carries -0.168